116
Properties=species:S:1:pos:R:3 method="wB97M-V/def2-TZVPD" gap_ev=4.79 homo_energy_ev=-14.5632 total_charge=+3
Ta 0.15 -0.39 1.09
P 0.76 3.14 -0.42
O -2.52 0.59 -1.64
O 0.60 1.74 0.30
O -1.14 -4.36 -3.87
O -3.09 -4.46 2.49
O 1.98 -0.89 0.50
N 1.42 0.36 2.65
N -2.06 -2.87 -1.74
N 2.78 0.11 2.42
N -1.92 -3.14 0.57
N -0.96 0.55 2.55
N -0.81 -1.27 -0.60
C -2.67 -4.12 -2.06
C 0.08 -3.61 4.09
C 0.53 -1.14 -2.61
C 3.43 3.52 -0.17
C -0.53 4.03 -2.72
C -1.49 0.19 -2.47
C -3.10 1.15 3.39
C 4.76 3.46 -0.60
C 1.30 6.89 0.93
C 6.67 -1.20 1.29
C -1.12 -4.26 3.95
C -3.80 0.80 -2.22
C 0.56 4.64 0.55
C -2.51 1.69 4.54
C 1.06 1.11 3.66
C 5.05 3.21 -1.95
C 1.04 5.81 0.07
C -0.69 3.48 -1.51
C 0.10 5.72 2.63
C -1.54 -2.46 -0.58
C 6.75 -2.27 0.37
C 4.31 -1.15 1.05
C -3.93 -5.08 3.54
C -1.85 -3.97 2.80
C 5.45 -0.65 1.63
C -0.26 -2.21 2.14
C -2.76 -6.17 -3.46
C -0.14 0.15 -4.54
C 2.39 3.26 -1.07
C -0.05 4.61 1.82
C 2.07 1.97 4.44
C -3.82 -4.56 -1.43
C -2.33 0.60 2.41
C 2.68 3.05 -2.44
C -3.79 -6.64 -2.67
C -1.15 1.69 4.75
C 2.99 -0.59 1.37
C 4.01 3.00 -2.88
C 5.57 -2.86 -0.12
C -1.31 0.53 -3.84
C -1.32 -3.06 1.83
C -1.92 3.56 -0.81
C 0.49 -2.55 3.25
C -2.85 4.82 -2.69
C 0.78 -0.68 -3.89
C -0.45 -5.17 -4.80
C -0.54 -0.67 -1.86
C 4.36 -2.22 0.19
C -4.32 -5.83 -1.68
C -1.61 4.71 -3.30
C -0.40 1.24 3.67
C 0.81 6.84 2.20
C -2.18 -4.87 -3.15
C -3.02 4.17 -1.42
H 3.17 3.75 0.84
H -1.46 5.15 -4.30
H 1.92 3.00 4.11
H -4.04 4.09 -0.98
H 1.17 -1.87 -2.14
H -4.14 1.30 3.21
H -0.63 2.22 5.55
H -0.31 5.66 3.70
H -4.29 -3.98 -0.66
H -2.11 1.14 -4.28
H -2.55 -3.93 0.52
H -3.38 -5.98 3.88
H -0.10 -6.11 -4.39
H 1.87 7.75 0.61
H 0.38 3.99 -3.30
H 6.09 3.29 -2.25
H -3.74 5.31 -3.19
H -0.58 3.77 2.15
H 1.40 5.87 -0.95
H 5.58 -3.73 -0.75
H -1.79 -2.27 -2.58
H -3.82 1.74 -2.81
H -4.05 -4.45 4.41
H 0.68 -3.83 4.96
H -3.14 2.18 5.30
H -1.46 -4.95 4.69
H -4.50 0.93 -1.43
H 1.42 -2.10 3.54
H 3.12 1.60 4.12
H -1.99 3.10 0.14
H 1.03 7.59 2.99
H 0.44 -4.59 -5.18
H -4.10 -0.05 -2.90
H 1.88 2.93 -3.19
H -2.31 -6.80 -4.21
H 7.59 -0.81 1.77
H -0.03 0.45 -5.57
H 4.21 2.63 -3.88
H 5.30 0.21 2.29
H 5.59 3.50 0.09
H -2.74 0.32 1.42
H 3.39 -2.57 -0.16
H -1.04 -5.39 -5.64
H 1.90 1.83 5.53
H 7.73 -2.70 0.09
H -4.89 -5.40 3.16
H -5.19 -6.20 -1.14
H -4.18 -7.65 -2.74
H 1.72 -0.98 -4.36

***

122
Properties=species:S:1:pos:R:3 method="wB97M-V/def2-TZVPD" gap_ev=8.82 smiles="O=[N+]([O-])c1ccccc1.O=[N+]([O-])c1ccccc1.O=[N+]([O-])c1ccccc1.O=[N+]([O-])c1ccccc1.c1ccncc1.c1ccncc1.c1ccncc1.c1ccncc1.c1ccncc1.c1ccncc1" homo_energy_ev=-9.4144 total_charge=0
O 3.65 3.38 1.87
O -3.35 1.82 2.74
O 3.50 0.57 -0.77
O -4.17 3.76 2.52
O 4.38 5.24 1.19
O 2.04 3.66 -4.75
O 4.41 -0.26 -2.53
O 0.16 4.34 -5.59
N -4.13 -4.07 -1.02
N -0.89 -0.96 1.29
N -4.07 2.63 2.19
N 3.46 4.47 1.37
N 1.52 5.38 4.42
N 4.19 0.69 -1.80
N 1.44 -5.42 -0.31
N -0.81 -7.71 3.26
N 0.11 -3.16 -5.23
N 0.81 3.73 -4.82
C 0.56 -5.79 2.97
C 2.08 4.86 1.13
C -1.79 2.49 -2.45
C -0.12 -6.88 2.50
C 1.96 3.11 5.06
C 0.63 2.89 5.26
C 0.08 -1.31 3.43
C -6.26 2.49 -0.79
C -4.32 -6.32 -0.32
C -2.22 -2.95 -4.71
C 0.70 -4.76 -1.18
C 0.56 -5.59 4.37
C -2.01 -1.69 -4.25
C 0.21 5.21 4.71
C 0.55 6.59 0.98
C 1.14 3.86 1.16
C 3.40 -4.17 -0.82
C -4.77 0.66 -0.79
C -3.09 -4.77 1.05
C 0.22 1.47 -1.79
C -0.71 -1.12 -4.24
C -0.11 -6.45 5.17
C 2.66 -3.42 -1.75
C 4.81 1.97 -2.22
C -1.17 3.17 -3.48
C -0.73 -7.56 4.60
C -1.09 1.68 -1.60
C -0.27 3.96 5.05
C -4.78 2.17 0.94
C -0.20 4.26 1.14
C 4.71 4.34 -2.13
C 1.31 -3.77 -1.95
C 2.32 4.39 4.61
C -3.61 -6.05 0.82
C -5.75 2.94 0.43
C 5.87 2.01 -3.07
C -0.98 -0.88 2.62
C 1.25 -1.74 2.85
C -3.43 -3.84 0.08
C -5.77 1.44 -1.42
C 1.36 -1.80 1.46
C 5.71 4.42 -3.13
C 6.38 3.28 -3.50
C 1.87 6.25 1.09
C 2.73 -5.19 -0.18
C -4.23 1.03 0.39
C 0.27 -1.38 0.73
C 0.17 2.99 -3.68
C 0.33 -1.96 -4.75
C 4.27 3.09 -1.68
C -1.12 -3.64 -5.24
C 0.89 2.18 -2.81
C -4.66 -5.29 -1.17
C -0.50 5.63 1.12
H -5.24 -5.44 -2.11
H -1.53 1.15 -0.73
H 4.13 5.19 -1.77
H -0.47 6.03 4.62
H -3.42 0.42 0.81
H -6.97 3.08 -1.36
H 2.71 2.40 5.30
H 4.39 -3.79 -0.55
H 2.66 7.00 1.26
H -6.19 3.81 0.95
H -2.79 2.75 -2.14
H 1.90 2.01 -3.05
H 5.96 5.34 -3.67
H -6.17 1.12 -2.32
H 0.26 7.63 0.89
H -1.23 -8.25 5.27
H 2.14 -1.86 3.41
H -0.06 -1.33 4.54
H 1.23 -4.80 4.68
H -2.38 -4.61 1.94
H -3.37 -6.79 1.56
H -0.51 -0.13 -3.84
H 0.28 -1.50 -0.36
H -1.20 -4.62 -5.75
H -0.13 -7.11 1.44
H 0.00 -6.29 6.23
H 0.95 -5.10 2.27
H 3.39 4.55 4.51
H 6.17 1.07 -3.51
H -1.39 3.85 5.17
H -0.35 -5.03 -1.29
H 0.30 1.93 5.58
H 0.80 0.84 -1.15
H 3.38 3.13 -1.06
H 3.26 -5.81 0.57
H -4.31 -0.18 -1.29
H 0.65 -3.24 -2.57
H -2.86 -1.07 -4.03
H 3.16 -2.55 -2.21
H -3.09 -2.80 0.17
H 2.21 -2.17 0.93
H 7.29 3.41 -4.11
H -1.91 -0.51 3.03
H 1.55 2.87 1.16
H -1.53 5.94 1.11
H -3.26 -3.34 -4.77
H -0.96 3.49 1.10
H 1.32 -1.58 -4.78
H -1.82 3.71 -4.23
H -4.52 -7.38 -0.53